## 1
A 2-piece molecular cluster, CCl2FO2S overall, computed with wB97M-V/def2-TZVPD.

* charge: -1
* multiplicity: 1
* highest occupied orbital energy (spin up / spin down): -4.437 / -4.430 eV

Element x y z (Å)
C 0.1125 0.5544 -0.2534
O 2.6763 0.1264 -0.0820
O 1.2100 -1.9182 -0.1298
F 0.4911 1.8164 0.0734
S 1.4147 -0.4947 0.3093
Cl -1.5205 0.1654 0.1605
Cl -4.3841 -0.2496 -0.0780

***

## 2
CCl2FO2S as an isolated structure, computed with wB97M-V/def2-TZVPD.

* charge: -1
* multiplicity: 1
* highest occupied orbital energy: -3.194 eV

Element x y z (Å)
C 1.2063 0.1626 -0.7245
O -1.9034 -0.7070 1.7622
O -1.9699 -0.2960 -0.6511
F 0.6431 -0.3863 0.4703
S -1.4057 -1.0565 0.4708
Cl 0.4971 1.8332 -0.8631
Cl 2.9324 0.4500 -0.4645

***

1 is the least stable structure shown above.